No. 1
The following is a quantum chemistry calculation of a molecular structure, C49H43CdN6SSi, from the Open Molecules 2025 dataset.

Summary:
Charge: -1
Energy above the lowest of the compared OMol25 structures with the same formula, charge and spin in kJ/mol: 313.07
Electronic energy in Ha: -3076.91429

```
101
Properties=species:S:1:pos:R:3:forces:R:3
Cd -0.755 -0.257 -1.204 -0.2 0.8 -0.3
C 1.741 5.308 5.387 0.0 -0.1 0.0
C 1.384 3.975 5.549 0.0 0.0 -0.1
C 0.861 3.250 4.488 0.0 0.0 0.0
C 0.681 3.839 3.233 0.1 -0.1 0.0
C 1.051 5.177 3.086 0.0 0.1 0.0
C 1.572 5.904 4.147 0.0 0.0 0.0
C 0.094 3.149 2.058 -0.1 0.2 0.0
C 0.859 3.106 0.814 0.1 0.0 -0.1
C 1.976 3.750 0.299 0.1 0.0 -0.1
C 2.604 2.858 -0.601 0.0 0.0 0.1
C 1.869 1.681 -0.654 -0.1 -0.1 0.0
N 0.807 1.854 0.211 -0.1 0.1 0.1
C 2.023 0.445 -1.539 0.0 -0.1 0.1
C 1.505 -2.135 -1.190 0.0 0.1 0.1
C 1.650 -3.355 -1.842 -0.1 -0.1 0.0
C 0.379 -4.011 -1.784 0.1 0.1 -0.1
C -0.503 -3.163 -1.101 0.0 0.0 0.0
C -1.941 -3.315 -0.690 0.0 -0.2 0.0
C -2.537 -4.670 -0.766 0.2 0.1 -0.1
C -3.823 -4.873 -1.276 -0.1 -0.1 0.0
C -4.397 -6.139 -1.322 0.0 0.1 0.0
C -3.688 -7.245 -0.877 0.0 0.0 0.0
C -2.399 -7.066 -0.385 0.0 0.1 0.0
C -1.833 -5.801 -0.332 0.0 -0.1 0.0
C -2.713 -2.289 -0.160 0.1 0.3 0.1
N -2.311 -0.987 -0.124 -0.6 -0.5 0.3
C -3.084 -0.203 0.696 0.1 -0.1 -0.1
C -2.723 1.054 1.113 0.1 0.1 0.1
C -3.647 1.891 1.910 0.0 0.0 0.0
C -3.762 3.258 1.628 0.0 0.0 0.0
C -4.627 4.069 2.343 0.0 0.0 0.0
C -5.403 3.543 3.371 0.0 0.0 -0.1
C -5.279 2.196 3.682 0.0 0.0 0.0
C -4.404 1.385 2.969 0.0 0.0 0.1
C -0.275 0.933 0.521 0.0 -0.1 0.1
C -0.035 0.169 1.864 0.0 0.0 -0.1
C -0.529 0.896 2.864 0.0 0.0 0.1
C -0.893 2.204 2.141 0.0 -0.2 0.0
N -1.455 1.750 0.869 0.0 0.0 0.0
C -4.231 -1.065 1.060 -0.1 -0.1 -0.1
C -4.000 -2.304 0.574 0.0 0.0 0.0
N 0.223 -2.055 -0.742 -0.1 -0.4 0.1
C 2.762 0.698 -2.845 0.0 0.1 0.0
C 2.619 1.908 -3.529 0.0 0.0 0.0
C 3.209 2.105 -4.770 0.0 -0.1 0.0
C 3.944 1.086 -5.366 0.0 0.0 0.0
C 4.062 -0.131 -4.714 0.0 0.0 0.0
C 3.468 -0.322 -3.472 0.0 -0.1 0.0
H 2.145 5.871 6.219 0.0 0.0 0.0
H 1.520 3.491 6.508 0.0 0.0 0.0
H 0.612 2.211 4.633 0.0 0.0 0.0
H 0.903 5.658 2.126 0.0 0.0 0.0
H 1.844 6.943 4.003 0.0 0.0 0.0
H 2.324 4.739 0.551 0.0 -0.1 0.0
H 3.501 3.055 -1.168 0.0 0.0 0.0
H 2.544 -3.758 -2.297 0.0 0.0 0.0
H 0.154 -4.993 -2.179 0.0 0.0 0.0
H -4.376 -4.015 -1.642 0.0 0.0 0.0
H -5.397 -6.262 -1.723 0.0 0.0 0.0
H -4.129 -8.234 -0.919 0.0 0.0 0.0
H -1.833 -7.921 -0.032 0.0 0.0 0.0
H -0.831 -5.669 0.058 0.0 0.0 0.0
H -3.157 3.672 0.831 0.0 0.0 0.0
H -4.697 5.123 2.098 0.0 0.0 0.0
H -6.081 4.175 3.930 0.0 0.0 0.0
H -5.853 1.774 4.499 0.0 0.0 0.0
H -4.276 0.351 3.264 0.0 0.1 0.0
H 0.368 -0.836 1.895 0.0 0.0 0.0
H -0.604 0.658 3.914 0.0 0.0 -0.1
H -5.092 -0.778 1.645 0.1 0.0 0.0
H -4.619 -3.174 0.740 0.0 0.0 0.0
H 2.050 2.708 -3.072 0.0 0.0 0.0
H 3.094 3.058 -5.272 0.0 0.0 0.0
H 4.408 1.238 -6.333 0.0 0.0 0.0
H 4.610 -0.944 -5.176 0.0 0.0 0.0
H 3.529 -1.293 -3.001 0.0 0.0 0.0
N -2.922 -1.035 -3.572 0.0 0.0 0.1
C -2.998 0.276 -3.249 -0.2 0.0 -0.2
N -1.748 0.908 -3.162 0.1 -0.3 0.2
S -4.400 1.093 -2.987 0.1 0.0 0.0
H -2.099 -1.563 -3.310 0.0 0.0 0.0
H -3.788 -1.539 -3.461 0.0 0.0 0.0
H -1.100 0.688 -3.910 -0.1 0.0 -0.1
H -1.848 1.902 -3.010 0.1 0.0 0.0
C 5.280 0.214 -0.584 0.0 0.1 0.0
Si 4.164 -1.266 -0.324 0.0 0.0 0.1
C 4.935 -2.773 -1.135 0.0 -0.1 -0.1
C 4.146 -1.625 1.512 0.0 0.0 0.2
C 2.360 -0.912 -0.780 -0.1 0.1 -0.3
H 6.216 0.056 -0.038 0.0 0.0 0.0
H 4.807 1.118 -0.188 0.1 0.0 0.0
H 5.520 0.389 -1.635 0.0 0.0 0.0
H 5.998 -2.809 -0.874 -0.1 0.0 0.0
H 4.861 -2.791 -2.225 0.0 0.0 0.1
H 4.459 -3.680 -0.754 0.0 0.0 0.0
H 5.123 -1.983 1.852 0.0 0.0 0.0
H 3.400 -2.391 1.750 0.0 0.0 0.0
H 3.894 -0.725 2.081 0.0 0.0 0.0
H 1.980 -0.707 0.227 0.0 0.0 0.0
H 0.997 0.253 -1.915 0.4 0.3 -0.2
```
Positions in Å, forces in eV/Å.

***

No. 2
The following is a quantum chemistry calculation of a molecular structure, C49H43LaN3O4S2, from the Open Molecules 2025 dataset.

Summary:
Charge: -1
Electronic energy in Ha: -3186.29911

```
102
Properties=species:S:1:pos:R:3:forces:R:3
La 0.767 -1.683 -0.785 0.0 0.4 -0.7
C -2.549 3.976 0.897 -1.1 -0.6 -1.2
C -2.676 2.942 -0.295 -1.1 0.4 0.6
C -3.942 3.250 -1.171 0.3 -0.4 0.7
O -1.545 3.010 -1.102 0.9 -0.6 0.0
C -0.880 1.718 -1.193 0.0 0.4 -0.4
C -1.723 0.749 -0.322 -0.2 1.3 0.0
O -2.749 1.602 0.214 -0.3 0.7 -0.2
C -2.332 -0.447 -1.101 0.6 -1.1 -0.2
O -1.274 -1.151 -1.780 -0.9 0.4 1.8
C -3.245 -1.350 -0.156 1.5 1.4 -0.9
C -3.716 -0.930 1.070 -1.0 -2.1 0.6
C -4.649 -1.748 1.747 -0.6 -0.1 0.3
C -5.191 -2.918 1.184 1.7 0.0 -0.2
C -4.682 -3.280 -0.087 -0.6 -0.2 1.4
C -3.731 -2.504 -0.718 -1.4 -0.4 0.9
C -3.277 0.053 -2.159 -1.1 0.1 -0.2
C -4.630 0.322 -1.857 0.0 -0.4 -0.9
C -5.523 0.829 -2.814 1.1 -0.9 0.8
C -5.117 1.041 -4.131 1.3 -0.7 2.2
C -3.799 0.760 -4.414 1.0 -0.2 -0.1
C -2.866 0.229 -3.464 -4.0 1.9 -0.6
C 0.638 1.827 -0.800 -0.3 -1.1 -0.3
O 1.126 0.549 -0.483 -0.5 -0.1 -0.4
C 0.808 2.707 0.409 0.9 0.0 0.7
C 0.734 2.068 1.673 -1.4 -2.0 -0.6
C 0.898 2.797 2.778 1.6 3.6 1.4
C 1.365 4.172 2.687 -0.9 -1.9 0.6
C 1.481 4.794 1.485 -0.1 -1.5 -0.7
C 1.209 4.037 0.341 -0.9 -0.1 -0.6
C 1.440 2.357 -1.971 2.3 0.4 -1.1
C 1.015 3.238 -2.941 0.4 0.2 0.5
C 1.891 3.858 -3.819 0.9 0.0 -1.0
C 3.243 3.486 -3.895 -1.6 -0.3 1.1
C 3.713 2.558 -2.958 0.1 0.2 -0.9
C 2.827 2.047 -2.066 -1.6 -1.4 2.7
H -2.421 4.951 0.410 0.0 -0.1 0.2
H -1.646 3.752 1.465 -0.3 -0.1 0.3
H -3.529 4.014 1.472 1.4 -0.2 -0.4
H -4.120 4.334 -1.251 0.2 -0.3 -0.1
H -4.832 2.782 -0.691 0.6 0.4 -0.4
H -3.775 2.801 -2.166 -0.2 0.3 0.5
H -0.883 1.484 -2.265 -0.2 -0.4 0.3
H -1.173 0.452 0.573 0.2 -0.5 -0.4
H -3.385 -0.060 1.554 0.5 1.1 0.4
H -5.004 -1.463 2.752 0.3 0.0 -0.5
H -5.765 -3.643 1.791 0.0 0.8 -0.5
H -5.028 -4.209 -0.519 0.0 0.0 -0.3
H -3.555 -2.744 -1.711 1.0 -0.4 -1.7
H -5.001 -0.004 -0.884 0.0 0.6 -0.2
H -6.494 0.987 -2.422 -1.1 0.3 -0.2
H -5.734 1.419 -4.870 -1.3 0.7 -1.2
H -3.474 1.024 -5.426 0.2 -0.4 0.3
H -1.918 0.158 -3.802 3.1 -0.7 -0.6
H 0.436 0.984 1.893 0.5 1.6 -1.1
H 0.790 2.428 3.781 -0.1 -0.5 0.2
H 1.602 4.671 3.596 0.1 0.4 0.6
H 1.842 5.771 1.346 0.3 1.2 0.2
H 1.212 4.543 -0.632 0.2 -0.4 0.3
H 0.014 3.515 -2.930 -1.7 0.7 -0.2
H 1.546 4.643 -4.513 0.0 -0.6 0.4
H 3.812 3.891 -4.681 1.0 0.5 -0.6
H 4.724 2.171 -2.920 0.1 0.2 -0.2
H 3.120 1.339 -1.269 0.3 0.4 -0.8
S -0.170 -4.749 -0.639 -0.3 -0.4 0.2
C -0.953 -5.255 0.775 0.1 0.1 1.4
N -1.520 -4.331 1.630 -0.7 0.3 0.5
C -2.081 -4.622 2.860 1.3 -2.2 -2.2
C -2.071 -5.923 3.299 -1.0 1.5 1.2
C -1.539 -6.896 2.504 0.9 -2.7 -0.5
C -0.991 -6.607 1.316 0.2 1.2 -2.2
H -1.501 -3.305 1.379 0.3 -1.2 0.2
H -2.539 -3.848 3.373 -0.6 1.5 0.8
H -2.525 -6.196 4.233 -0.1 0.2 0.3
H -1.472 -7.997 2.743 -0.5 1.4 0.3
H -0.648 -7.420 0.699 0.3 0.1 -0.2
C 2.952 -2.320 -2.212 -0.5 0.1 0.2
C 3.887 -1.578 -1.916 0.5 0.1 -0.2
C 5.027 -0.779 -1.517 -1.6 -0.3 0.2
C 6.169 -0.571 -2.273 -1.3 -1.4 -1.3
C 7.178 0.172 -1.810 1.0 1.0 0.9
C 7.130 0.683 -0.501 1.1 -0.2 -0.7
C 6.016 0.503 0.278 -0.5 -0.1 -0.5
C 4.931 -0.144 -0.293 -0.3 0.3 1.0
H 6.250 -1.009 -3.259 -0.2 -0.1 0.0
H 7.983 0.324 -2.517 0.4 0.3 0.5
H 8.030 1.143 -0.161 0.3 0.5 0.5
H 5.881 0.817 1.298 0.4 0.5 0.2
H 3.994 -0.079 0.267 0.1 -0.6 -0.3
C 3.710 -1.359 5.318 -0.8 -0.1 -0.7
C 3.079 -1.777 3.958 0.5 -0.6 -0.6
C 3.797 -2.531 2.981 -2.1 1.2 -0.7
C 3.214 -2.614 1.730 -2.1 0.2 0.6
N 1.950 -2.168 1.453 1.1 -0.6 1.4
C 1.235 -1.727 2.515 0.7 0.6 -0.2
S -0.444 -1.459 2.253 0.0 0.1 0.0
N 1.830 -1.400 3.690 0.2 -0.3 0.8
H 4.435 -0.527 5.103 -0.8 -0.6 0.5
H 4.239 -2.182 5.859 -0.4 0.5 -0.8
H 2.818 -1.066 5.921 1.0 0.3 -0.2
H 4.726 -2.977 3.071 1.7 -0.6 0.7
H 3.573 -3.182 0.910 1.1 -0.2 -0.6
```
Positions in Å, forces in eV/Å.

***

Kohn-Sham gap (eV)
5.278 7.766
HOMO (Ha)
-0.1123 -0.2060
Largest force on an atom (Eh/bohr)
0.017 0.087